1.
2 unconnected molecules or ions with the total composition C5H9N3O3 in a non-equilibrium geometry. Source: OMol25; level of theory: wB97M-V/def2-TZVPD.

As for the energy above the lowest of the compared OMol25 structures with the same formula, charge and spin: 3.526 eV. As for the charge: 0.

Geometry as XYZ:
```
20
C5H9N3O3, DFT wB97M-V/def2-TZVPD
C 3.965 -0.259 -0.202
C -0.675 1.075 -1.399
C -0.324 0.151 -0.510
C 0.883 -1.814 0.076
C -1.766 0.906 1.203
N 1.921 2.502 -0.051
N 2.610 1.633 0.092
N 3.347 0.771 0.456
O 4.635 -1.076 0.349
O 0.673 -0.725 -0.809
O -0.820 -0.027 0.744
H 3.773 -0.262 -1.294
H -0.192 1.100 -2.354
H -1.432 1.807 -1.208
H -0.014 -2.432 0.152
H 1.169 -1.475 1.076
H 1.696 -2.388 -0.365
H -1.347 1.915 1.203
H -2.008 0.604 2.218
H -2.669 0.889 0.588
```

2.
A molecular structure, C8H7AlCl2N3O4Pm in a non-equilibrium geometry. Source: OMol25; level of theory: wB97M-V/def2-TZVPD.

The spin multiplicity is 5. As for the charge: +4.

Geometry as XYZ:
```
26
C8H7AlCl2N3O4Pm, DFT wB97M-V/def2-TZVPD
Al 0.153 0.491 -4.022
Pm 1.341 0.426 -0.815
Cl -0.772 -1.088 -2.813
Cl -0.294 2.287 -2.594
C 2.000 2.776 -0.379
C 0.708 -1.082 -5.412
C 0.537 1.763 -5.721
O 2.255 3.870 -0.137
O 0.855 -2.055 -6.025
O 0.891 2.373 -6.642
C 1.468 -1.203 3.683
N 0.353 -0.862 2.793
C -0.953 -1.063 3.157
C -1.960 -0.721 2.300
C -1.640 -0.141 1.060
N -0.324 0.023 0.706
C 0.634 -0.380 1.583
O 1.864 -0.281 1.180
N -2.526 0.282 0.147
H 2.398 -0.954 3.170
H 1.442 -2.273 3.908
H 1.381 -0.618 4.603
H -1.065 -1.507 4.149
H -3.001 -0.887 2.568
H -3.518 0.188 0.317
H -2.227 0.637 -0.762
```

3.
A molecular structure, C36H43BF4N4O4S3Ti. Source: OMol25; level of theory: wB97M-V/def2-TZVPD.

As for the energy above the lowest of the compared OMol25 structures with the same formula, charge and spin: 0.000 eV. As for the charge: 0.

Geometry as XYZ:
```
96
C36H43BF4N4O4S3Ti, DFT wB97M-V/def2-TZVPD
Ti -0.813 -0.406 0.605
C -0.939 3.305 4.706
S -2.344 2.183 4.668
C -2.110 1.307 3.165
S -0.775 1.621 2.143
N -3.038 0.437 2.947
N -2.885 -0.260 1.754
C -4.008 -0.710 1.334
C -4.224 -1.463 0.098
C -5.529 -1.678 -0.330
C -5.727 -2.293 -1.554
C -4.622 -2.670 -2.297
C -3.356 -2.441 -1.773
N -3.159 -1.860 -0.596
H -1.046 3.862 5.636
H -0.965 3.996 3.867
H 0.002 2.761 4.713
H -4.887 -0.464 1.924
H -6.361 -1.336 0.270
H -6.728 -2.461 -1.928
H -4.728 -3.136 -3.267
H -2.466 -2.732 -2.321
N -1.299 -2.477 1.361
C -0.818 -3.508 0.433
C -0.364 -2.864 -0.864
O -0.083 -3.516 -1.837
O -0.313 -1.547 -0.811
H -0.833 -2.565 2.257
H -2.291 -2.583 1.522
H -1.595 -4.233 0.198
H 0.031 -4.044 0.858
C 1.429 -0.255 4.643
C 0.813 -1.645 4.465
C -0.713 -1.572 4.498
C 1.433 -2.362 3.270
C 2.122 -3.547 3.516
C 2.887 -4.161 2.541
C 3.043 -3.534 1.316
C 2.374 -2.354 1.009
C 2.733 -1.581 -0.247
C 3.202 -2.464 -1.400
C 3.816 -0.558 0.121
C 1.481 -1.834 1.966
O 0.661 -0.794 1.657
H 1.060 0.204 5.564
H 1.166 0.395 3.809
H 2.517 -0.320 4.704
H 1.110 -2.244 5.330
H -1.107 -0.953 3.695
H -1.045 -1.112 5.430
H -1.164 -2.568 4.446
H 2.074 -3.975 4.512
H 3.404 -5.087 2.752
H 3.705 -3.968 0.579
H 1.861 -1.032 -0.590
H 4.176 -2.916 -1.196
H 3.306 -1.858 -2.300
H 2.486 -3.256 -1.617
H 4.709 -1.063 0.499
H 3.467 0.129 0.895
H 4.106 0.020 -0.760
F -4.389 1.057 -0.943
B -3.144 1.587 -1.198
F -2.130 0.600 -0.680
F -2.873 1.701 -2.548
F -2.925 2.767 -0.513
O 0.353 0.897 -0.509
S 1.313 2.061 -0.290
C 0.296 3.601 -0.346
C 0.314 4.412 -1.602
C 1.188 5.491 -1.720
C 1.241 6.232 -2.891
C 0.417 5.899 -3.956
C -0.467 4.835 -3.839
C -0.525 4.096 -2.667
C 2.276 2.164 -1.843
C 1.971 1.134 -2.897
C 3.046 0.510 -3.524
C 2.839 -0.387 -4.561
C 1.548 -0.684 -4.969
C 0.472 -0.068 -4.346
C 0.677 0.844 -3.324
H 0.666 4.172 0.506
H -0.702 3.235 -0.104
H 1.832 5.751 -0.886
H 1.923 7.068 -2.970
H 0.456 6.474 -4.872
H -1.125 4.581 -4.660
H -1.239 3.288 -2.576
H 3.313 2.076 -1.518
H 2.128 3.171 -2.232
H 4.057 0.729 -3.199
H 3.687 -0.862 -5.039
H 1.380 -1.398 -5.765
H -0.540 -0.299 -4.651
H -0.179 1.305 -2.853
```

E_tot across the listed records, respectively: -15940.0115; -69224.4744; -119358.2886 eV.